This record from the OMol25 dataset describes C8H24FNaO4S4 as an isolated structure. The level of theory is ωB97M-V/def2-TZVPD.

```
! RIJCOSX wB97M-V def2-TZVPD def2/J DEFGRID3
* xyz 0 1
Na -25.76752 22.47404 -26.78024
F -26.45724 21.77424 -28.74436
C -28.82561 21.66234 -26.50224
S -27.79925 20.65398 -25.44082
O -26.81259 21.53930 -24.74737
C -29.04541 20.18182 -24.25473
H -28.23418 21.90214 -27.39391
H -29.11213 22.55359 -25.94044
H -29.70530 21.07979 -26.77372
H -29.71138 19.48844 -24.76865
H -29.58156 21.04631 -23.86197
H -28.54503 19.65543 -23.44523
C -22.79386 24.96192 -25.41131
S -22.56280 23.42300 -26.26389
O -23.73146 22.60183 -25.86080
C -21.20447 22.79954 -25.28954
H -23.66149 25.44022 -25.86755
H -21.93798 25.62770 -25.52426
H -23.00867 24.75068 -24.36500
H -20.24726 23.17333 -25.64931
H -21.25125 21.71623 -25.37718
H -21.35102 23.07807 -24.24641
C -28.60932 25.56684 -24.49583
S -27.20163 25.74461 -25.56798
O -26.53883 24.42390 -25.66415
C -28.12968 25.95053 -27.08451
H -29.25977 24.75854 -24.82498
H -29.13201 26.52493 -24.50544
H -28.24214 25.35377 -23.49429
H -28.73617 25.05073 -27.20545
H -27.42203 26.03603 -27.90769
H -28.77560 26.82367 -27.01186
C -25.32142 24.47771 -29.48132
S -25.01848 26.03158 -30.27922
O -26.12279 26.93840 -29.85463
C -23.61600 26.49408 -29.26520
H -25.60181 24.69332 -28.44966
H -24.45122 23.82466 -29.51961
H -26.18359 23.96379 -29.90462
H -23.41300 27.53948 -29.49700
H -22.74771 25.87188 -29.46964
H -23.93684 26.44820 -28.22302
*
```

For the energy above the lowest of the compared OMol25 structures with the same formula, charge and spin, the calculation gives 0.0 kcal/mol. As for the HOMO energy: -8.6 eV. The value obtained for the largest force on an atom is 0.01713 hartree/bohr. For the frontier orbital gap, the calculation gives 8.7687 eV.

=====

This record from the OMol25 dataset describes C8H24INO6Pd as an isolated structure. The level of theory is ωB97M-V/def2-TZVPD.

```
! RIJCOSX wB97M-V def2-TZVPD def2/J DEFGRID3
* xyz 0 3
Pd 4.31726 37.31869 20.08986
I 3.90447 38.50342 22.75279
O 6.29884 37.82997 19.65104
H 6.45707 38.17839 18.75210
C 4.90145 39.61922 17.28107
C 4.30042 40.09771 18.58813
C 3.48245 41.38981 18.22931
O 2.55305 41.75831 19.18790
C 3.00963 42.45577 20.27751
N 3.30872 39.12540 18.99621
H 5.21373 38.57491 17.28120
H 5.85012 40.10340 17.04938
H 4.38287 39.77829 16.33564
H 5.05907 40.35248 19.32816
H 2.93382 41.09728 17.33402
H 4.19714 42.18244 18.00787
H 3.19363 43.50476 20.04543
H 3.86399 41.92040 20.69167
H 2.26868 42.50678 21.07530
H 2.70357 38.98364 18.20010
H 2.81060 39.84527 19.49998
C 3.54093 34.27230 20.97275
C 2.24750 35.11073 21.16942
O 2.18660 36.21288 20.21610
O 4.63059 35.10468 20.72007
H 3.26690 33.66208 20.11215
H 3.79978 33.62352 21.80951
H 2.37268 35.44874 22.19810
H 1.30968 34.55527 21.17654
H 1.27675 36.22526 19.91014
H 5.39722 34.54863 20.87718
C 2.35773 34.69246 17.19514
C 3.07200 36.05077 17.32733
O 4.24306 36.06602 18.20331
O 3.28686 33.74110 16.74781
H 1.46449 34.75055 16.57316
H 2.00349 34.42935 18.19182
H 2.31915 36.74259 17.70508
H 3.44853 36.40543 16.36789
H 4.88410 35.43870 17.86105
H 3.42671 33.91469 15.81405
*
```

For the energy above the lowest of the compared OMol25 structures with the same formula, charge and spin, the calculation gives 45.6 kcal/mol. As for the HOMO energy (spin up / spin down): -7.3 / -7.3 eV. The value obtained for the largest force on an atom is 0.05493 hartree/bohr. For the frontier orbital gap (spin up / spin down), the calculation gives 7.3560 / 7.1961 eV.

=====

This record from the OMol25 dataset describes a 5-piece molecular cluster, C8H24IO8 overall. The level of theory is ωB97M-V/def2-TZVPD.

```
! RIJCOSX wB97M-V def2-TZVPD def2/J DEFGRID3
* xyz -1 1
I 0.80788 -0.62478 -0.26664
C 2.48922 -5.88701 5.16548
C 1.64408 -6.35133 6.37471
O 2.36194 -6.38976 7.56718
O 1.86283 -6.25381 3.93527
H 3.43670 -6.42426 5.20731
H 2.87380 -4.86748 5.19262
H 1.20337 -7.31924 6.13592
H 0.72195 -5.77154 6.41528
H 2.89325 -7.18504 7.48444
H 1.78088 -5.42890 3.45110
C 7.34085 0.01498 -5.00561
C 7.82478 0.64200 -6.31202
O 6.78395 1.24638 -7.12327
O 6.59194 1.01402 -4.29738
H 8.17105 -0.35026 -4.40106
H 6.73322 -0.85629 -5.25005
H 8.34696 -0.10370 -6.91148
H 8.52087 1.44910 -6.08366
H 6.13067 0.59064 -7.37788
H 5.76701 0.66281 -3.95426
C -4.11988 6.42654 3.92470
C -3.67649 5.19701 3.03978
O -2.96651 5.50246 1.86472
O -3.13384 6.82925 4.84277
H -4.97637 6.06473 4.49358
H -4.45283 7.28519 3.34164
H -4.59400 4.64464 2.83688
H -2.96219 4.57922 3.58402
H -2.28372 4.83493 1.76572
H -3.49629 7.20637 5.64776
C -6.48838 -0.42145 -3.59511
C -5.62823 0.82908 -3.55193
O -4.45863 0.62097 -4.23391
O -6.12528 -1.48058 -2.68938
H -6.53014 -0.81333 -4.61137
H -7.48348 -0.05588 -3.34169
H -5.30567 1.06536 -2.53792
H -6.19785 1.66793 -3.95189
H -3.88540 0.23182 -3.56940
H -5.52200 -2.02077 -3.20497
*
```

For the energy above the lowest of the compared OMol25 structures with the same formula, charge and spin, the calculation gives 68.7 kcal/mol. As for the HOMO energy: -3.5 eV. The value obtained for the largest force on an atom is 0.03989 hartree/bohr. For the frontier orbital gap, the calculation gives 5.8106 eV.

=====

This record from the OMol25 dataset describes C8H24LiO4S3 as an isolated structure. The level of theory is ωB97M-V/def2-TZVPD.

```
! RIJCOSX wB97M-V def2-TZVPD def2/J DEFGRID3
* xyz 1 1
Li 0.27564 -0.54126 -0.70551
C 0.58415 -2.83242 -2.40300
C 1.47272 -3.29837 -1.16463
O 1.70721 -2.13987 -0.41238
H -0.37833 -2.50267 -2.16249
H 0.67318 -3.71403 -3.13038
H 1.10862 -1.99222 -3.01956
H 2.51673 -3.60544 -1.41452
H 1.10267 -4.04569 -0.58814
H 2.42054 -2.42990 0.42095
C 1.86766 2.46154 -1.60383
S 1.05754 1.40000 -2.54535
O 0.86523 0.12036 -1.77963
C -0.59870 2.16668 -2.43504
H 1.54823 2.33705 -0.59777
H 1.77829 3.67253 -1.83938
H 2.88092 2.30058 -1.43485
H -1.39058 1.48703 -3.15200
H -0.53679 3.18667 -2.57449
H -1.00656 2.18844 -1.59487
C 2.35501 2.48610 1.77689
S 0.69539 1.70429 1.71513
O 0.71062 0.37288 0.89377
C 0.77008 1.10858 3.35782
H 2.64580 2.69455 0.81650
H 2.95255 1.77507 2.28103
H 2.16683 3.36900 2.41079
H -0.20830 0.77651 3.49434
H 0.83202 1.77390 4.36773
H 1.41321 0.27879 3.51503
C -4.23716 -0.93724 0.02009
S -2.78164 -1.80509 0.56714
O -1.66472 -1.31455 -0.31835
C -2.56126 -1.17430 2.16382
H -5.07079 -0.87386 0.77235
H -4.56093 -1.51674 -0.84539
H -3.78789 -0.03230 -0.37676
H -2.62454 -0.03033 2.18719
H -1.54827 -1.30188 2.75527
H -3.44437 -1.57240 2.58247
*
```

For the energy above the lowest of the compared OMol25 structures with the same formula, charge and spin, the calculation gives 29.1 kcal/mol. As for the HOMO energy: -11.9 eV. The value obtained for the largest force on an atom is 0.17893 hartree/bohr. For the frontier orbital gap, the calculation gives 9.7485 eV.

=====

no.,DFT total energy (hartree)
1,-2475.02900
2,-1250.84103
3,-1218.78774
4,-1821.84043